# 1
97
Properties=species:S:1:pos:R:3:forces:R:3 method="wB97M-V/def2-TZVPD" de_lowest_kcal_mol=22.1 total_charge=-2 homo_ev=-1.84 fmax_ev_per_a=1.92
Cs -0.97534 -0.14041 0.03932 -0.834 -0.009 -1.732
C 4.56603 -2.72313 -3.82040 -0.008 -0.009 0.013
C 3.12415 -2.73768 -3.38106 0.034 -0.065 0.021
C 2.57313 -3.82301 -2.69901 -0.040 -0.014 0.001
C 1.24246 -3.84107 -2.33454 0.011 -0.013 -0.001
C 0.35251 -2.77285 -2.60365 -0.060 -0.091 -0.014
N -0.94257 -2.74412 -2.18174 0.025 0.101 0.179
C -1.70903 -3.84978 -2.19623 0.145 -0.025 -0.073
C -1.55704 -4.92817 -3.11482 -0.068 -0.043 0.045
C -2.42210 -6.00631 -3.15495 0.044 0.065 0.023
C -3.51026 -6.11805 -2.28911 0.017 -0.037 -0.052
C -4.46862 -7.28263 -2.34263 0.050 0.040 -0.001
C -3.67922 -5.08076 -1.38093 -0.033 0.030 0.069
C -2.81986 -3.99692 -1.32105 -0.040 0.131 0.113
N -3.07823 -3.02605 -0.29375 -0.010 0.019 -0.018
C -3.00719 -3.24989 1.03920 0.007 0.096 -0.137
C -3.49218 -2.12722 1.66876 -0.068 0.043 -0.100
C -3.84133 -1.26239 0.61034 -0.342 -0.254 -0.023
N -3.59151 -1.81100 -0.57353 -0.178 -0.203 0.119
C 0.94733 -1.66783 -3.25999 -0.142 0.171 -0.116
C 2.28128 -1.67441 -3.65135 -0.076 0.126 -0.056
N 0.17898 -0.49341 -3.55483 0.193 -0.188 0.071
C -1.14671 -0.40246 -3.82971 0.070 0.073 -0.044
C -1.40772 0.91243 -4.12446 0.082 0.103 -0.021
C -0.16321 1.55224 -3.99830 -0.048 0.074 0.020
N 0.79954 0.70826 -3.65915 -0.180 -0.209 0.014
H 5.18109 -3.33955 -3.16048 -0.008 0.013 -0.012
H 4.97478 -1.70991 -3.80626 -0.011 -0.017 0.001
H 4.69087 -3.10957 -4.83771 -0.011 0.001 0.016
H 3.20689 -4.66595 -2.43620 -0.021 0.011 0.003
H 0.84588 -4.68361 -1.78169 0.028 0.000 0.008
H -0.72939 -4.88001 -3.81204 -0.021 -0.024 -0.006
H -2.25120 -6.78785 -3.89137 0.008 0.008 0.002
H -4.12369 -8.03280 -3.05787 -0.002 0.015 0.013
H -5.47277 -6.97431 -2.65032 0.017 0.002 0.002
H -4.56700 -7.77598 -1.37069 0.008 0.015 -0.018
H -4.50944 -5.10473 -0.67928 0.028 0.021 -0.016
H -2.60545 -4.17068 1.42646 0.047 0.021 -0.035
H -3.56561 -1.95976 2.73005 0.052 0.054 -0.029
H -4.27239 -0.27064 0.65165 0.107 -0.032 -0.029
H 2.65552 -0.79947 -4.17181 -0.017 -0.018 0.012
H -1.78831 -1.26281 -3.76726 0.056 -0.001 0.078
H -2.36563 1.35049 -4.34208 0.012 -0.006 0.034
H 0.06601 2.60242 -4.10679 -0.001 -0.014 -0.005
Cl -1.31308 2.78772 0.90350 -0.121 0.978 0.199
C -2.68078 3.24526 -0.12994 -0.059 0.062 -0.083
C -3.08989 2.33757 -1.08319 -0.177 0.108 0.082
C -4.16967 2.75967 -1.82617 -0.019 -0.003 -0.004
Cl -4.84234 1.64842 -3.04703 0.007 0.062 0.042
C -4.80040 3.99566 -1.68305 -0.023 -0.043 -0.051
Cl -6.14918 4.46669 -2.68351 0.041 0.016 0.045
C -4.33808 4.87572 -0.70470 0.017 -0.077 -0.021
Cl -5.09246 6.42209 -0.47943 0.014 -0.035 -0.011
C -3.26388 4.49119 0.09545 0.065 -0.010 0.030
Cl -2.68941 5.56432 1.34021 -0.030 -0.017 -0.041
C -0.91331 0.16064 4.81867 0.044 -0.060 0.026
As 0.13363 0.78186 3.26429 -0.146 0.928 0.884
C 1.89674 0.29625 3.97400 0.065 -0.046 -0.071
C 0.18589 2.75746 3.94193 0.156 -0.252 0.051
C 0.82434 3.03236 5.25362 -0.050 -0.018 -0.091
C 0.09840 2.98646 6.44928 -0.005 0.001 0.062
C 0.70581 3.19227 7.68198 -0.015 0.000 -0.085
C 2.06670 3.45774 7.76380 -0.028 -0.019 -0.115
C 2.80592 3.51473 6.58662 -0.056 -0.003 -0.029
C 2.19454 3.30726 5.35862 0.013 0.010 -0.010
H -0.39003 0.35698 5.75616 -0.001 -0.010 0.005
H -1.07772 -0.90982 4.70869 0.004 -0.012 -0.020
H -1.87601 0.67552 4.83939 -0.007 0.004 -0.034
H 2.01775 0.66837 4.99071 -0.008 -0.008 0.015
H 2.67169 0.71681 3.33138 -0.058 0.002 -0.014
H 1.97518 -0.78781 3.96139 0.004 -0.013 -0.023
H -0.86804 3.03576 3.93639 -0.014 0.089 0.005
H 0.68653 3.27724 3.12426 0.016 0.059 0.036
H -0.96561 2.78318 6.40202 0.008 0.000 0.015
H 0.10948 3.14689 8.58597 -0.017 -0.003 0.003
H 2.54208 3.61745 8.72337 0.009 0.001 0.013
H 3.86955 3.72104 6.62693 0.001 -0.001 -0.012
H 2.78281 3.34600 4.44746 0.004 -0.002 0.033
C 2.90948 0.00978 -0.70090 0.003 -0.083 -0.068
S 1.84726 1.43675 -0.48805 0.264 0.253 0.416
O 1.73601 1.64459 0.99013 0.186 0.065 -0.252
C 3.02914 2.66523 -1.05045 -0.022 -0.053 -0.174
C 3.18413 2.90269 -2.40993 0.053 -0.029 -0.063
C 4.09461 3.86586 -2.82444 -0.019 -0.030 0.036
C 4.82645 4.58359 -1.88539 -0.019 -0.013 0.066
C 4.64877 4.34143 -0.52781 -0.020 -0.015 -0.049
C 3.74097 3.37882 -0.10238 0.024 0.107 -0.019
H 3.84213 0.19775 -0.16741 -0.037 -0.024 0.001
H 3.06985 -0.13543 -1.76972 0.028 -0.035 0.065
H 2.37853 -0.84741 -0.27229 0.007 0.067 -0.030
H 2.60244 2.32502 -3.12342 0.020 0.033 0.045
H 4.22723 4.06235 -3.88171 -0.006 -0.009 0.016
H 5.52925 5.34097 -2.21244 -0.007 -0.012 0.010
H 5.21167 4.90994 0.20274 -0.005 -0.001 -0.008
H 3.55607 3.18068 0.94746 0.002 -0.003 -0.043
N 0.69644 -1.89297 1.26568 0.854 -0.759 0.043
C 0.19900 -1.53726 2.25255 0.239 -1.110 0.862


# 2
91
Properties=species:S:1:pos:R:3:forces:R:3 method="wB97M-V/def2-TZVPD" de_lowest_kcal_mol=21.9 total_charge=+2 homo_ev=-12.87 fmax_ev_per_a=3.15
Ba -0.28841 0.25766 0.29664 -0.982 -1.131 1.470
C -1.77680 0.20031 -4.31133 -0.042 0.010 -0.076
C -0.79569 -0.53268 -4.95509 0.042 -0.020 -0.095
C 0.10746 -1.26724 -4.19945 -0.018 -0.031 -0.152
C 0.00132 -1.23385 -2.82088 -0.010 -0.061 0.330
N -0.90777 -0.46925 -2.18806 -0.037 -0.390 -0.702
C -1.78793 0.20941 -2.92838 0.148 -0.053 0.146
C 0.84741 -2.11995 -1.95444 -0.128 0.277 0.125
C 1.18752 -3.39015 -2.38948 0.068 -0.088 -0.074
C 1.88435 -4.22028 -1.53015 0.028 -0.140 -0.040
C 2.23161 -3.75979 -0.27269 0.085 -0.073 -0.023
C 1.88365 -2.46745 0.08927 -0.090 0.275 0.133
N 1.17996 -1.66733 -0.73246 0.441 -0.677 -0.341
C 2.23563 -1.92185 1.44581 -0.193 0.153 -0.250
C 3.25590 -2.47098 2.20343 0.094 -0.138 0.118
C 3.48405 -1.98578 3.48302 0.123 -0.085 0.046
C 2.69792 -0.95471 3.96630 0.072 0.035 0.065
C 1.73915 -0.42155 3.12644 -0.078 -0.086 -0.336
N 1.50753 -0.88247 1.88933 0.631 -0.316 0.466
H -2.51963 0.75890 -4.86393 0.030 -0.011 0.011
H -0.73806 -0.54602 -6.03673 -0.004 0.001 0.052
H 0.87892 -1.85858 -4.67732 -0.065 0.045 0.019
H -2.54176 0.77417 -2.38666 0.072 0.008 -0.006
H 0.87664 -3.73792 -3.36520 0.018 0.007 0.041
H 2.13793 -5.23073 -1.83108 -0.020 0.087 0.027
H 2.74607 -4.40934 0.42024 0.003 0.011 -0.019
H 3.87593 -3.26263 1.80528 -0.031 0.025 0.040
H 4.27432 -2.41015 4.09309 -0.075 0.036 -0.064
H 2.83597 -0.55210 4.96199 0.001 -0.027 -0.067
H 1.11757 0.40552 3.45434 0.015 -0.031 -0.054
C -3.11028 2.10290 2.58176 0.033 -0.091 -0.204
C -3.49162 1.43603 1.24777 0.392 -0.064 0.298
P -3.38490 -0.42689 1.05886 -0.292 -0.137 0.140
C -2.45563 -1.14610 2.49634 -0.218 -0.081 -0.061
C -2.77903 -0.94518 3.84354 -0.011 -0.042 -0.014
C -2.12761 -1.65123 4.84065 0.017 -0.035 0.015
C -1.15371 -2.59489 4.51706 -0.040 0.037 0.064
C -0.86128 -2.84731 3.18821 -0.010 -0.011 -0.078
C -1.51224 -2.13039 2.18757 -0.109 -0.009 0.042
C -5.07735 -0.99336 1.47543 0.099 0.024 0.088
C -6.10853 -0.16510 1.90580 -0.144 -0.033 0.069
C -7.35106 -0.70281 2.23800 0.111 0.047 -0.037
C -7.56770 -2.06831 2.14642 0.011 -0.035 0.001
C -6.53902 -2.90232 1.71954 -0.018 0.028 -0.001
C -5.30508 -2.36825 1.38574 -0.041 -0.019 -0.047
P -1.28807 2.03546 2.88819 -0.080 0.468 0.448
C -0.65648 3.62005 2.19451 0.024 -0.001 -0.049
C -1.42296 4.65681 1.66922 0.037 0.032 0.016
C -0.81850 5.82712 1.20934 0.002 -0.046 0.110
C 0.56020 5.97088 1.26308 0.021 -0.021 0.023
C 1.34103 4.93542 1.77303 -0.086 -0.057 -0.006
C 0.73536 3.77081 2.22395 0.015 0.098 -0.010
C -1.17636 2.39238 4.68175 -0.078 -0.107 -0.043
C -1.61671 3.60553 5.21259 0.036 0.061 0.046
C -1.56471 3.83227 6.57979 0.031 -0.045 0.010
C -1.06816 2.85021 7.43315 -0.037 0.055 -0.046
C -0.62484 1.64291 6.91545 -0.009 -0.010 -0.060
C -0.68196 1.41565 5.54407 0.035 -0.019 0.011
H -3.59283 1.61709 3.42331 -0.044 -0.071 0.065
H -3.44817 3.13666 2.60686 -0.090 0.089 -0.002
H -2.87729 1.86331 0.44352 0.002 0.040 0.008
H -4.51408 1.67348 0.96617 -0.093 0.096 -0.056
H -3.58392 -0.27726 4.12189 0.028 0.002 -0.022
H -2.39858 -1.48335 5.87737 0.027 -0.016 -0.073
H -0.65836 -3.15757 5.30151 -0.054 0.053 -0.071
H -0.15092 -3.62307 2.92455 -0.016 0.046 0.001
H -1.34440 -2.40293 1.14565 0.065 0.051 0.032
H -5.97256 0.90554 2.00062 -0.012 -0.054 0.015
H -8.14619 -0.04697 2.57138 0.044 -0.026 -0.016
H -8.53451 -2.48510 2.40758 0.100 0.042 -0.037
H -6.70306 -3.96994 1.64013 0.014 0.045 0.012
H -4.51143 -3.02881 1.05194 -0.011 0.018 0.001
H -2.50253 4.57597 1.61595 0.029 0.029 0.030
H -1.43327 6.63459 0.82487 0.029 -0.058 0.037
H 1.02617 6.88938 0.92210 -0.034 -0.079 0.040
H 2.41803 5.04299 1.82821 -0.052 -0.005 0.005
H 1.35377 2.97482 2.63392 -0.031 0.047 -0.010
H -1.98619 4.38864 4.55888 0.002 -0.037 0.006
H -1.90584 4.77848 6.98251 0.014 -0.055 -0.022
H -1.02819 3.03013 8.50070 0.002 0.001 -0.059
H -0.23688 0.87690 7.57765 -0.027 0.047 -0.053
H -0.35365 0.46175 5.14657 -0.014 0.022 0.013
N 1.22014 3.79399 -1.83354 0.090 0.039 0.015
C 0.06694 3.37136 -1.34530 -0.090 -0.466 0.255
O -0.01796 2.28849 -0.70953 0.308 2.733 -1.528
C -1.13771 4.23544 -1.57832 0.020 -0.012 -0.069
I -1.77105 4.16644 -3.61116 -0.007 -0.080 -0.094
H 2.05895 3.25550 -1.69009 0.002 -0.022 -0.009
H 1.27878 4.64045 -2.37556 0.009 0.022 -0.006
H -0.91663 5.27778 -1.37716 0.003 -0.020 0.046
H -1.96200 3.90134 -0.96270 0.001 -0.019 0.032